(1)
A structure of composition C23H41FInP2 in a non-equilibrium geometry. Source: OMol25; level of theory: ωB97M-V/def2-TZVPD.

Structure (XYZ):
```
68
Properties=species:S:1:pos:R:3:lowdin_charge:R:1
In 4.078 1.067 -3.491 0.5449
C -1.267 -0.674 1.529 -0.1382
C -0.956 -1.739 0.635 -0.1057
C 1.004 -0.999 1.564 -0.1098
C -0.061 -0.224 2.104 -0.1294
C 0.457 -1.898 0.610 -0.1114
C -2.610 -0.129 1.807 -0.0049
H -3.273 -0.262 0.948 0.0735
H -2.562 0.942 2.034 0.0933
H -3.100 -0.613 2.663 0.1145
C 0.080 0.871 3.094 0.0061
H -0.697 1.640 2.973 0.0925
H 1.057 1.354 2.982 0.0929
H 0.018 0.522 4.135 0.1136
C 2.413 -0.950 1.995 0.0129
H 2.533 -1.322 3.026 0.1187
H 2.763 0.092 1.998 0.1071
H 3.063 -1.548 1.338 0.0927
C 1.233 -2.836 -0.226 -0.0001
H 1.575 -3.709 0.333 0.1110
H 2.127 -2.368 -0.658 0.1025
H 0.624 -3.203 -1.058 0.0831
C -1.919 -2.580 -0.094 0.0130
H -1.611 -3.632 -0.076 0.1059
H -2.023 -2.292 -1.148 0.0934
H -2.909 -2.500 0.370 0.0972
C -1.725 1.223 -1.615 -0.0932
C -3.001 0.842 -1.742 -0.1219
C -3.659 0.197 -2.915 -0.1904
C -2.764 -0.112 -4.130 -0.2040
C -1.706 -1.165 -3.921 -0.1008
C -0.459 -1.052 -3.441 -0.1391
C 0.212 0.182 -2.962 -0.2623
C -0.669 1.411 -2.660 -0.2230
H -4.463 0.869 -3.278 0.1212
H -2.353 0.845 -4.498 0.0765
H -4.192 -0.721 -2.602 0.1170
H -1.045 1.784 -3.637 0.0374
H -1.382 1.472 -0.601 0.0991
H -3.681 1.049 -0.922 0.0924
H 0.012 2.177 -2.249 0.1185
H 0.822 -0.069 -2.083 0.0906
H 0.157 -1.954 -3.352 0.0968
H 0.979 0.517 -3.685 -0.0042
H -3.420 -0.463 -4.952 0.1198
H -1.959 -2.152 -4.335 0.1072
P 0.409 1.915 -5.564 0.8752
C 0.122 3.593 -6.234 -0.2805
C -0.715 1.041 -6.760 -0.2664
P 2.989 0.248 -5.470 0.5747
C 2.067 1.614 -6.281 -0.5434
C 2.089 -1.219 -6.052 -0.2447
C 4.425 0.213 -6.591 -0.2944
H 0.980 4.233 -6.004 0.0424
H -0.778 4.007 -5.766 0.0428
H -0.029 3.535 -7.318 0.0416
H -0.515 1.402 -7.779 0.0422
H -1.756 1.302 -6.523 0.0372
H -0.621 -0.051 -6.728 0.0326
H 4.046 0.402 -7.597 0.0526
H 4.883 -0.777 -6.537 0.0522
H 5.166 0.980 -6.342 0.0253
H 2.675 2.530 -6.216 0.0603
H 1.952 1.304 -7.334 0.0609
H 2.812 -2.044 -6.128 0.0530
H 1.709 -0.996 -7.065 0.0551
H 1.247 -1.499 -5.403 0.0234
F 2.829 1.338 -1.920 -0.6495
```

Output
molar mass: 513.34 g mol⁻¹
F_max: 3.81 eV/A
energy: -50975.61080 eV
charge: +1
frontier orbital gap: 0.12549 hartree
E_LUMO: -5.63 eV
E_HOMO: -9.05 eV
2S+1: 1

(2)
A cluster of 2 separate species, C22H18FO3S in total in a non-equilibrium geometry. Source: OMol25; level of theory: ωB97M-V/def2-TZVPD.

Structure (XYZ):
```
45
Properties=species:S:1:pos:R:3:lowdin_charge:R:1
F -3.266 2.810 0.496 -0.1958
S -2.223 3.000 -0.742 0.6608
C -0.747 2.426 0.001 -0.1463
C 0.346 2.037 -0.694 -0.0417
C 1.697 1.916 -0.149 -0.2052
C 2.820 1.915 -1.022 -0.0254
C 4.119 1.848 -0.533 -0.0885
C 4.350 1.771 0.851 -0.0855
C 3.245 1.786 1.725 -0.0809
C 1.944 1.887 1.237 -0.0253
O -2.719 2.121 -1.769 -0.2633
O -2.158 4.410 -0.974 -0.2778
H -0.832 2.478 1.088 0.0976
H 0.261 1.911 -1.778 0.1352
H 2.646 2.027 -2.092 0.1131
H 4.978 1.889 -1.222 0.1055
H 5.370 1.700 1.230 0.0966
H 3.433 1.752 2.795 0.0973
H 1.094 1.983 1.911 0.1080
C 2.956 -3.061 -2.142 -0.1573
C 1.882 -2.430 -2.786 -0.1249
C 0.820 -1.932 -2.045 -0.0486
C 0.819 -1.981 -0.621 -0.2439
C -0.252 -1.449 0.138 -0.0776
C -1.533 -1.171 -0.432 -0.4411
C -2.670 -0.937 0.534 -0.1425
C -3.799 -0.212 0.096 -0.0488
C -4.810 0.111 0.990 -0.1049
C -4.784 -0.399 2.303 -0.1180
C -3.721 -1.208 2.710 -0.1098
C -2.680 -1.488 1.818 -0.0522
O -1.796 -1.126 -1.649 -0.0544
C 1.897 -2.687 0.007 -0.0722
C 2.949 -3.207 -0.744 -0.1414
H 3.784 -3.457 -2.727 0.0717
H 1.851 -2.347 -3.875 0.0875
H -0.075 -1.565 -2.540 0.0830
H -0.144 -1.417 1.213 0.0695
H -3.867 0.098 -0.940 0.0968
H -5.617 0.774 0.666 0.0979
H -5.584 -0.149 2.998 0.0847
H -3.689 -1.613 3.725 0.0902
H -1.875 -2.160 2.116 0.1011
H 1.825 -2.892 1.081 0.0940
H 3.755 -3.757 -0.252 0.0827
```

Output
molar mass: 381.45 g mol⁻¹
F_max: 2.01 eV/A
energy: -42801.39359 eV
charge: -1
frontier orbital gap: 0.18336 hartree
E_LUMO: 2.15 eV
E_HOMO: -2.84 eV
2S+1: 1

(3)
A structure of composition C15H12Co2NO6 in a non-equilibrium geometry. Source: OMol25; level of theory: ωB97M-V/def2-TZVPD.

Structure (XYZ):
```
36
Properties=species:S:1:pos:R:3:lowdin_charge:R:1
C -3.380 -3.495 -1.918 -0.0550
C -2.108 -2.742 -1.797 -0.3199
C -1.809 -1.446 -1.706 -0.0565
C -0.449 -1.227 -1.160 -0.2719
C 0.098 -2.628 -1.286 -0.3030
C 1.445 -3.169 -1.471 -0.0714
N -0.888 -3.423 -1.650 0.0534
H -4.240 -2.808 -1.918 0.0777
H -3.461 -4.109 -2.824 0.0691
H -3.565 -4.176 -1.067 0.0777
H -2.511 -0.654 -1.916 0.1076
H 0.251 -0.488 -1.624 0.1577
H 2.195 -2.387 -1.426 0.0703
H 1.597 -3.857 -0.644 0.0654
H 1.623 -3.741 -2.395 0.0700
H -0.860 -4.433 -1.759 0.1500
O -1.728 4.993 0.245 0.1185
C -0.810 4.506 0.716 -0.2208
Co 0.595 3.775 1.422 -0.0314
C 1.628 3.911 -0.034 -0.1543
O 2.278 4.036 -0.964 0.1212
C 0.881 5.261 2.382 -0.1639
O 1.049 6.213 3.016 0.0909
C -0.295 1.984 1.562 -0.2277
C 0.069 0.829 0.736 -0.1705
C -0.628 -0.434 0.121 -0.1523
Co 1.417 1.394 1.866 0.0198
C 2.403 1.088 0.431 -0.1732
O 3.047 0.820 -0.475 0.1252
C 1.921 0.140 2.960 -0.1660
O 2.287 -0.672 3.693 0.0818
C 2.269 2.836 2.569 -0.2283
O 3.176 3.270 3.239 0.0093
H -1.253 2.158 2.126 0.0623
H -0.558 -1.210 0.922 0.1355
H -1.687 -0.114 0.030 0.1026
```

Output
molar mass: 420.13 g mol⁻¹
F_max: 6.98 eV/A
energy: -104771.81128 eV
charge: -1
frontier orbital gap: 0.12441 hartree
E_LUMO: 2.10 eV
E_HOMO: -1.28 eV
2S+1: 1